(1)
{
  "formula": "C7H10NO3PS",
  "method": "ωB97M-V/def2-TZVPD",
  "elements": ["C", "O", "N", "C", "C", "C", "C", "C", "C", "S", "P", "O", "O", "H", "H", "H", "H", "H", "H", "H", "H", "H", "H"],
  "coordinates": [[1.955714, -1.903805, -1.983979], [0.677362, -1.451749, -1.700271], [0.651610, -1.416070, -0.329762], [-0.395938, -0.846062, 0.182769], [-1.476412, -0.291221, -0.599530], [-2.330849, 0.572215, -0.022206], [-2.294738, 0.839469, 1.381449], [-1.415328, 0.269446, 2.217271], [-0.267292, -0.479973, 1.657227], [1.128516, 0.727052, 1.857716], [0.866901, 1.954611, 0.071311], [2.246670, 2.829315, 0.156404], [-0.166371, 3.039816, 0.564403], [1.968789, -3.060749, -1.718147], [2.624241, -1.301790, -1.331743], [2.048081, -1.704107, -3.032346], [-1.553544, -0.665234, -1.671517], [-3.150060, 0.971933, -0.518350], [-3.198062, 1.513807, 1.765894], [-1.518746, 0.544483, 3.324515], [-0.132286, -1.389552, 2.241641], [2.979494, 2.776763, -0.555757], [0.042990, 3.838219, 1.132320]],
  "forces_ev_per_a": [[0.4476, -2.0355, 0.8424], [-1.4255, 0.3389, 0.5411], [-1.4227, 0.4523, 1.4834], [1.1990, 0.0260, -0.6519], [-0.3886, -0.4999, -1.5394], [1.0429, -1.3550, 0.1849], [-2.2786, 1.4056, 1.7658], [-1.4488, 1.4276, 1.0381], [-0.1664, -0.0339, -0.1442], [0.7313, -0.1051, 0.2286], [0.7244, -1.0602, -0.7184], [2.0240, 0.3201, -0.9591], [-0.7899, 2.3773, 0.9270], [0.5903, 2.2881, -0.6863], [0.2236, -0.7718, -0.7480], [0.6526, -0.1908, -0.5960], [0.0487, 0.8860, 1.5691], [-1.1827, 0.6806, -1.2460], [2.2759, -1.5094, -0.5901], [0.5773, -0.8739, -1.6970], [0.7789, 0.1608, 0.1079], [-2.2597, -0.3170, 1.6845], [0.0466, -1.6109, -0.7964]],
  "nbo_charge": [-0.245, -0.398, -0.139, 0.157, -0.243, -0.187, -0.246, -0.165, -0.394, -0.136, 1.303, -1.041, -1.032, 0.174, 0.192, 0.187, 0.244, 0.211, 0.216, 0.234, 0.261, 0.528, 0.517],
  "homo_ev": -8.01,
  "lumo_ev": 0.055,
  "e_tot_ha": -1292.6685,
  "multiplicity": 1,
  "smiles": "CO/N=C1\\C=CC=C[C@@H]1SP(O)O",
  "relative_energy_kj_mol": 150.8
}

=====

(2)
{
  "formula": "C7H10NOS2",
  "method": "ωB97M-V/def2-TZVPD",
  "elements": ["C", "C", "C", "C", "C", "C", "C", "N", "O", "S", "S", "H", "H", "H", "H", "H", "H", "H", "H", "H", "H"],
  "coordinates": [[-0.045267, -3.008582, 1.168945], [0.944473, -3.799943, 0.674444], [-0.429867, 1.658057, -0.435297], [-0.569831, 0.669651, 0.422210], [-0.727280, 3.127212, 0.020603], [-0.118304, -0.721123, 0.245793], [-0.484783, 4.137524, -1.084843], [-0.259297, -1.652063, 1.160865], [-1.232250, 3.409592, 1.047530], [2.417856, -3.434157, -0.026796], [0.585171, -1.357443, -1.250330], [-0.645499, -3.503980, 1.807995], [0.823369, -4.878824, 0.871995], [0.137168, 1.525818, -1.389249], [-1.070430, 0.961610, 1.373366], [-0.594144, 5.174600, -0.826217], [-1.165719, 4.267606, -1.951194], [0.521055, 3.929881, -1.506695], [-0.682880, -1.420150, 2.092553], [2.638350, -4.737699, -0.311749], [-0.041892, -0.347585, -2.103930]],
  "forces_ev_per_a": [[2.8803, -0.9145, -2.1485], [-1.5751, -0.1489, 0.9250], [1.6123, 1.0708, -0.5339], [-0.5700, -0.6944, 1.5895], [-0.9657, -0.1058, -3.4221], [0.1217, -0.6659, -1.4212], [0.8748, 0.3001, -1.0722], [-0.7762, 1.6972, 1.9973], [-0.2566, -0.3295, 1.8432], [1.3871, -0.3377, -0.7334], [-1.7465, 2.3128, -0.9366], [-2.3774, -1.3323, 1.9048], [-0.2327, 0.7736, -0.0174], [-0.7341, 0.2827, 0.7962], [0.4398, -0.5459, -0.4635], [0.6543, 0.4015, 1.2797], [-0.1128, -1.6120, 0.3130], [-0.4884, 0.4058, 0.1063], [0.3971, 0.5809, -1.3465], [0.3809, 0.4376, -0.0575], [1.0873, -1.5762, 1.3977]],
  "nbo_charge": [-0.129, -0.337, -0.173, -0.267, 0.565, 0.187, -0.757, -0.462, -0.468, 0.174, 0.131, 0.226, 0.263, 0.218, 0.263, 0.262, 0.272, 0.228, 0.446, 0.167, 0.191],
  "total_charge": 1,
  "homo_ev": -12.65,
  "lumo_ev": -5.308,
  "e_tot_ha": -1198.7574,
  "multiplicity": 1,
  "relative_energy_kj_mol": 15.9
}

=====

(3)
{
  "formula": "C7H10O",
  "method": "ωB97M-V/def2-TZVPD",
  "elements": ["C", "C", "C", "C", "C", "C", "C", "O", "H", "H", "H", "H", "H", "H", "H", "H", "H", "H"],
  "coordinates": [[-1.445459, 2.143221, -0.280537], [-0.478572, 1.022928, -0.310675], [0.531911, 0.877125, -1.331007], [0.936330, -0.651643, -1.232055], [0.546058, -0.950053, 0.155717], [1.076645, -2.087862, 0.944282], [-0.442115, -0.065066, 0.570674], [-1.297931, -0.354186, 1.601167], [-2.040370, 2.116009, -1.200116], [-0.925373, 3.106887, -0.283957], [-2.114590, 2.139900, 0.584798], [1.428979, 1.459139, -1.082502], [0.331845, -1.194487, -1.963147], [1.994343, -0.836309, -1.428056], [2.168347, -2.109725, 0.861937], [0.710192, -3.038376, 0.542934], [0.791921, -2.025109, 1.995717], [-1.772163, 0.447607, 1.854826]],
  "forces_ev_per_a": [[0.0728, 0.6392, 0.1887], [0.7026, 0.6058, -2.0539], [-0.2716, -1.4560, 1.9447], [0.7133, 2.4278, 0.4340], [-1.3923, -0.4095, 1.3270], [-0.2499, -0.3842, -0.1767], [0.6082, -2.2837, -0.4898], [0.3071, 0.5287, 0.0739], [-0.0332, -0.0070, 0.2837], [-0.0052, -0.0110, -0.0402], [-0.0113, -0.0554, -0.0835], [-0.3749, 0.8252, -1.4024], [-0.0443, -0.2079, 0.0671], [-0.0549, 0.0249, -0.1467], [-0.0719, -0.0194, 0.0662], [0.0581, -0.1154, 0.1060], [-0.0124, 0.0028, -0.1045], [0.0599, -0.1049, 0.0064]],
  "nbo_charge": [-0.653, 0.004, -0.289, -0.484, 0.056, -0.651, 0.208, -0.668, 0.244, 0.233, 0.193, 0.207, 0.244, 0.209, 0.217, 0.222, 0.230, 0.478],
  "homo_ev": [-7.52, -6.88],
  "lumo_ev": [0.310, 0.158],
  "e_tot_ha": -347.8511,
  "multiplicity": 1,
  "smiles": "CC1=CCC(C)=C1O",
  "relative_energy_kj_mol": 294.4
}

=====

(4)
{
  "formula": "C7H10O2",
  "method": "ωB97M-V/def2-TZVPD",
  "elements": ["C", "C", "C", "C", "C", "O", "C", "C", "O", "H", "H", "H", "H", "H", "H", "H", "H", "H", "H"],
  "coordinates": [[-0.004975, 2.009330, 1.186710], [0.005349, 0.524770, 0.969282], [0.969049, -0.182455, 0.234475], [1.340655, -1.597284, 0.596560], [0.977035, 0.055550, -1.187126], [1.679794, 0.028903, -2.142999], [-0.723636, 0.397915, -1.006128], [-1.629416, -0.793977, -1.166984], [-0.932225, 1.524002, -1.426761], [-1.033479, 2.374721, 1.208764], [0.472317, 2.265610, 2.135456], [0.501187, 2.530410, 0.376615], [-0.433575, -0.046769, 1.782853], [0.625973, -2.039863, 1.292532], [1.444177, -2.259286, -0.263092], [2.314323, -1.553164, 1.094764], [-2.647548, -0.510550, -0.898634], [-1.623835, -1.087603, -2.219438], [-1.301169, -1.640260, -0.566849]],
  "forces_ev_per_a": [[-0.4623, 0.1033, -0.5576], [1.8235, -0.4801, 1.0763], [-0.9960, 0.0027, 1.4683], [-0.1773, -0.0830, 0.1113], [-2.1199, 0.7292, -0.4751], [0.2090, -0.0324, 0.2153], [2.3342, -0.4677, -3.9665], [-0.3085, 0.1220, 0.7551], [-0.5003, -0.0759, 1.1470], [0.0095, 0.0755, 0.0476], [-0.0041, -0.1300, -0.0391], [0.0392, 0.0227, 0.0531], [0.0633, -0.0421, 0.1016], [0.0395, 0.0865, 0.0477], [0.0126, 0.0935, -0.0849], [-0.0300, -0.0183, -0.0344], [-0.0380, -0.1220, 0.0337], [0.1458, 0.2108, 0.0584], [-0.0400, 0.0053, 0.0421]],
  "nbo_charge": [-0.634, -0.227, -0.028, -0.637, 0.493, -0.481, 0.493, -0.690, -0.573, 0.225, 0.224, 0.232, 0.204, 0.225, 0.227, 0.250, 0.230, 0.246, 0.219],
  "homo_ev": -7.96,
  "lumo_ev": -0.589,
  "e_tot_ha": -423.0746,
  "multiplicity": 1,
  "smiles": "C/C=C(/C)C(=O)C(C)=O",
  "relative_energy_kj_mol": 329.1
}

=====

(5)
{
  "formula": "C7H10O2",
  "method": "ωB97M-V/def2-TZVPD",
  "elements": ["C", "C", "C", "C", "C", "C", "O", "C", "O", "H", "H", "H", "H", "H", "H", "H", "H", "H", "H"],
  "coordinates": [[-0.609248, -2.144581, 0.783036], [0.043585, -1.233980, 1.747853], [-0.090548, 0.069502, 1.835940], [-0.738918, 0.930997, 0.834065], [-0.651513, 0.618200, -0.488876], [-1.473335, 1.309542, -1.605259], [0.232276, -0.375043, -0.890343], [1.519452, 0.019146, -1.028910], [1.973911, 1.115871, -0.806873], [0.219448, -2.697765, 0.250086], [-1.425024, -1.708872, 0.093402], [-1.181073, -2.959101, 1.272634], [0.523898, -1.732019, 2.577661], [0.383387, 0.589332, 2.737017], [-1.334415, 1.769617, 1.107239], [-0.844890, 1.927804, -2.248995], [-2.247621, 1.832495, -1.207901], [-1.883691, 0.486851, -2.234392], [2.143634, -0.847931, -1.236121]],
  "forces_ev_per_a": [[-1.0127, -1.3843, -1.2083], [-0.9409, -0.9288, 0.7191], [0.9741, 2.5330, 1.2634], [0.4443, -1.8235, -1.9200], [-1.1099, 1.9794, 1.0274], [2.9918, -3.1447, -0.7521], [0.3534, 0.6277, -0.9774], [0.6755, 0.9061, 1.0691], [-0.7396, -0.9939, -0.5405], [-1.1034, 0.6360, -0.1040], [1.8196, -0.4037, 0.8809], [0.5221, 0.3650, 0.3609], [0.2824, -0.0947, 0.0421], [-0.7261, -0.6980, -1.3352], [-0.4207, 0.4089, 0.2913], [-0.0020, 0.0317, 0.0973], [-2.1457, 1.6460, 1.2004], [0.1647, 0.5751, 0.2706], [-0.0268, -0.2372, -0.3849]],
  "nbo_charge": [-0.653, -0.170, -0.234, -0.276, 0.329, -0.650, -0.528, 0.652, -0.561, 0.222, 0.223, 0.218, 0.204, 0.213, 0.221, 0.226, 0.219, 0.219, 0.126],
  "homo_ev": -8.67,
  "lumo_ev": 0.907,
  "e_tot_ha": -423.1435,
  "multiplicity": 1,
  "smiles": "C/C=C\\C=C(\\C)OC=O",
  "relative_energy_kj_mol": 148.2
}

=====

(6)
{
  "formula": "C7H10O2",
  "method": "ωB97M-V/def2-TZVPD",
  "elements": ["C", "C", "C", "C", "O", "C", "C", "C", "O", "H", "H", "H", "H", "H", "H", "H", "H", "H", "H"],
  "coordinates": [[2.712391, 0.457597, 0.085776], [1.348666, -0.158961, 0.073080], [1.027475, -1.571747, -0.129214], [-0.379780, -1.786060, 0.387635], [-1.671948, -2.198110, -0.109459], [-1.204615, -0.698086, -0.263102], [-1.169619, 0.608401, 0.665056], [-1.839166, 1.887281, -0.152520], [0.282736, 0.839265, 0.025052], [3.557661, 0.069881, -0.059709], [2.909438, 1.682302, -0.249492], [0.906328, -1.693418, -1.259727], [1.780507, -2.055182, 0.288246], [-0.501314, -1.850377, 1.481371], [-1.364899, -0.608718, -1.291680], [-1.059642, 0.612966, 1.667551], [-2.844350, 2.035937, 0.202295], [-1.374460, 1.672514, -1.283840], [-1.115400, 2.754512, -0.077313]],
  "forces_ev_per_a": [[-11.0218, 4.7349, -0.6696], [3.8645, 6.4809, 0.0854], [-3.8221, 0.5307, -3.5227], [-1.3007, 1.8738, 0.0161], [1.1066, 1.2759, -0.1378], [-1.5507, -2.3451, 4.9733], [1.2403, 0.8098, -8.9535], [4.6949, -1.7568, -0.7619], [1.1256, -1.3101, 1.1789], [6.2907, -4.3331, -0.8285], [-1.4496, -3.4933, 1.5849], [0.7619, -0.2103, 1.2378], [3.2803, -3.0635, 1.4848], [0.5919, 0.4315, -0.2825], [0.7033, 0.8997, -1.3052], [-0.1140, -0.3276, 3.2092], [-0.4502, 0.3010, -0.8935], [-2.7014, 0.0622, 2.4654], [-1.2494, -0.5607, 1.1194]],
  "nbo_charge": [-0.440, 0.348, -0.507, 0.051, -0.497, 0.028, 0.117, -0.659, -0.582, 0.162, 0.202, 0.239, 0.227, 0.177, 0.222, 0.199, 0.229, 0.245, 0.239],
  "homo_ev": -8.55,
  "lumo_ev": 0.819,
  "e_tot_ha": -422.8911,
  "multiplicity": 1,
  "smiles": "C=C1C[C@@H]2O[C@H]2[C@H](C)O1",
  "relative_energy_kj_mol": 810.9
}

=====

(7)
{
  "formula": "C7H10O2",
  "method": "ωB97M-V/def2-TZVPD",
  "elements": ["C", "C", "O", "C", "C", "O", "C", "C", "C", "H", "H", "H", "H", "H", "H", "H", "H", "H", "H"],
  "coordinates": [[-0.827301, 1.181124, 1.621207], [-0.360702, 0.937634, 0.034592], [-1.563209, 1.051715, -0.867934], [-0.975218, -0.245538, -0.565163], [-0.852307, -1.460269, 0.340532], [0.516615, -1.504207, 0.634438], [1.433184, -0.565664, 0.093871], [1.639175, -0.097504, -1.266894], [1.024459, 0.959981, -0.300139], [-1.929619, 0.736777, 1.638625], [-0.550882, 2.158722, 2.154726], [-0.484273, 0.278465, 2.361848], [-0.623290, -0.608263, -1.473891], [-1.078492, -2.506962, -0.254524], [-1.368731, -1.428964, 1.303670], [2.615834, -0.867846, 0.398496], [2.620659, 0.211639, -1.655515], [0.908653, -0.339915, -2.262375], [1.775141, 1.727709, -0.091129]],
  "forces_ev_per_a": [[-0.6033, -3.3850, 0.1839], [-2.7719, 0.0215, 1.7750], [0.5265, -0.5110, 1.8505], [-0.4893, 0.3589, 0.5575], [-2.2086, -2.2262, -0.9397], [2.0859, 0.6801, -0.3143], [4.0580, -0.7540, 0.8454], [-3.6801, 0.9495, -4.9760], [3.6479, -1.3297, 0.0871], [1.7069, 2.3004, -0.1236], [-0.8897, -1.3811, -1.2664], [0.3956, 2.1924, -1.9447], [0.7856, -0.1825, -1.3496], [0.0993, 2.5827, 1.4981], [-0.2220, -0.2199, -0.3043], [-3.7469, 1.0162, 0.4079], [-0.2866, -0.5692, 0.6899], [2.3524, 0.3919, 2.8978], [-0.7596, 0.0650, 0.4252]],
  "nbo_charge": [-0.668, 0.207, -0.456, -0.012, -0.069, -0.520, 0.104, -0.444, -0.297, 0.235, 0.244, 0.221, 0.182, 0.182, 0.192, 0.227, 0.235, 0.210, 0.225],
  "homo_ev": -9.16,
  "lumo_ev": 0.893,
  "e_tot_ha": -422.9380,
  "multiplicity": 1,
  "smiles": "C[C@]12O[C@@H]1CO[C@H]1C[C@H]12",
  "relative_energy_kj_mol": 687.8
}

=====

(8)
{
  "formula": "C7H10O2",
  "method": "ωB97M-V/def2-TZVPD",
  "elements": ["C", "C", "C", "C", "C", "C", "C", "O", "O", "H", "H", "H", "H", "H", "H", "H", "H", "H", "H"],
  "coordinates": [[2.061912, -0.119724, -0.387478], [-2.180988, -0.450539, 0.055021], [-0.766948, -0.637597, -0.442862], [0.026064, 1.189512, 0.072229], [0.820664, 0.145218, 0.471049], [-0.331683, 2.441417, -0.026640], [0.245640, -0.941221, 1.183807], [2.309949, -1.482894, -0.635270], [-0.444782, -1.190410, -1.471944], [1.582371, -1.796689, -1.192113], [1.975469, 0.448043, -1.319885], [2.916597, 0.275726, 0.169797], [-2.605262, -1.434690, 0.259079], [-2.754758, 0.014579, -0.749149], [-2.243355, 0.165062, 0.946279], [0.149118, 3.226420, 0.552431], [-1.132646, 2.753190, -0.689499], [-0.436644, -0.741778, 1.997801], [0.809282, -1.863625, 1.207346]],
  "forces_ev_per_a": [[-0.0690, -0.0024, -0.0227], [0.0351, 0.4870, -0.0666], [0.6395, -1.3414, 0.9925], [0.3144, 0.1364, 0.2739], [-0.2548, 0.1790, -0.7036], [-0.0876, 0.0934, -0.0497], [-0.6733, -0.0138, -0.7785], [-0.0556, 0.1523, 0.1200], [0.0968, 0.4338, 0.1904], [-0.0593, 0.0123, -0.0164], [-0.0280, -0.0184, 0.0968], [-0.0399, -0.0333, -0.0179], [0.1586, -0.0117, -0.0585], [-0.0074, 0.0035, 0.0526], [0.0340, 0.0090, -0.0235], [-0.0039, -0.0695, 0.0011], [-0.0007, -0.0408, 0.0010], [0.0315, -0.0097, 0.0112], [-0.0305, 0.0342, -0.0021]],
  "nbo_charge": [-0.081, -0.682, 0.617, -0.037, 0.017, -0.432, -0.513, -0.713, -0.655, 0.494, 0.191, 0.207, 0.239, 0.231, 0.233, 0.211, 0.211, 0.220, 0.244],
  "homo_ev": -8.08,
  "lumo_ev": 0.681,
  "e_tot_ha": -423.0488,
  "multiplicity": 1,
  "relative_energy_kj_mol": 396.8
}

=====

Strongest force on any atom list, top to bottom, in eV/Å: 3.21, 3.71, 2.57, 4.63, 4.41, 12.01, 6.26, 1.79